1.
Entry from OMol25: a structure of composition C18H18Cl2N4ScSe (wB97M-V/def2-TZVPD).

Summary:
- molar mass (g/mol) = 485.2
- spin multiplicity = 1
- highest occupied orbital energy (alpha / beta) (eV) = -8.54 / -10.73
- total charge = +1

Geometry (Å):
Sc: -0.1543 0.5508 0.0849
Se: 0.2631 5.5680 5.8905
N: 0.1515 3.8010 5.8300
C: 0.0193 3.4789 4.5716
C: -0.0776 2.1002 4.0973
C: -0.0510 1.0241 4.9517
C: -0.1263 -0.2789 4.4321
C: -0.2041 -0.4440 3.0816
N: -0.2380 0.5957 2.2089
C: -0.2002 1.8837 2.7059
C: -0.2561 2.9627 1.7771
N: -0.3323 2.6633 0.4272
C: -0.4199 3.6923 -0.4560
C: -0.4023 5.0035 -0.0849
C: -0.2600 5.3214 1.2764
C: -0.1781 4.3086 2.2035
C: -0.0265 4.5707 3.6346
N: 0.0709 5.7705 4.1410
H: 0.0351 1.2042 6.0150
H: -0.1014 -1.1444 5.0775
H: -0.2271 -1.4377 2.6484
H: -0.4862 3.4248 -1.5044
H: -0.4739 5.7739 -0.8389
H: -0.2067 6.3463 1.6195
C: 2.1782 1.5754 -2.0500
C: 2.5708 0.1691 -1.5768
C: 2.2393 -0.8343 -2.7007
C: 4.0729 0.1185 -1.2918
C: 1.7505 -0.2126 -0.3628
H: 2.7510 1.8743 -2.9296
H: 2.3430 2.3149 -1.2637
H: 1.1153 1.6072 -2.3370
H: 2.8148 -0.5954 -3.5988
H: 1.1781 -0.7977 -2.9634
H: 2.4838 -1.8549 -2.4000
H: 4.6483 0.3769 -2.1839
H: 4.3695 -0.8833 -0.9738
H: 4.3420 0.8198 -0.4986
H: 2.2695 -0.9667 0.2367
Cl: -2.8629 0.6830 0.2618
C: -3.0892 -0.8042 -0.6863
Cl: -1.4673 -1.3485 -1.2097
H: -3.6898 -0.5926 -1.5613
H: -3.5285 -1.5688 -0.0590

Atomic partial charges in e from the natural (NBO) method, atoms 1 to 5: 1.598, 0.983, -0.594, 0.119, -0.084


2.
Entry from OMol25: an isolated molecule of C18H18F3N3O5S in a non-equilibrium geometry (wB97M-V/def2-TZVPD).

Summary:
- molar mass (g/mol) = 445.4
- spin multiplicity = 1
- highest occupied orbital energy (eV) = -9.11
- total charge = 0

Geometry (Å):
O: 3.6903 1.2357 0.7598
C: 2.8455 0.6987 1.4364
C: 3.2064 -0.4566 2.4006
N: 2.8071 -1.7357 1.8458
C: 3.6893 -2.4696 1.1499
C: 3.3487 -3.6854 0.6301
C: 4.3316 -4.4966 -0.1587
F: 4.0162 -4.5409 -1.4656
F: 5.5801 -4.0185 -0.0830
F: 4.3796 -5.7727 0.2558
C: 2.0390 -4.1826 0.8345
C: 1.1443 -3.4340 1.5246
C: 1.4757 -2.1384 2.0433
O: 0.7016 -1.3860 2.6199
N: 1.5240 0.9762 1.4605
C: 0.8198 1.9097 0.6991
C: 1.4317 2.7972 -0.1847
C: 0.6649 3.6937 -0.9095
C: -0.7144 3.7138 -0.7755
C: -1.3091 2.8319 0.1065
S: -3.0973 2.7588 0.2203
O: -3.4663 2.2701 1.5140
O: -3.6508 3.9914 -0.2511
N: -3.5228 1.5809 -0.8827
C: -3.2998 1.9011 -2.2732
C: -4.0805 0.8957 -3.1243
O: -3.7000 -0.4263 -2.8188
C: -3.9305 -0.7213 -1.4606
C: -3.1415 0.2275 -0.5543
C: -0.5678 1.9342 0.8429
H: 2.6860 -0.3188 3.3522
H: 4.2858 -0.4477 2.5548
H: 4.6792 -2.0549 1.0226
H: 1.7736 -5.1507 0.4385
H: 0.1357 -3.7711 1.7003
H: 0.9453 0.3739 2.0517
H: 2.5034 2.7810 -0.2960
H: 1.1507 4.3799 -1.5858
H: -1.3345 4.4065 -1.3207
H: -3.6584 2.9167 -2.4364
H: -2.2289 1.8397 -2.5259
H: -3.8674 1.0374 -4.1847
H: -5.1560 1.0279 -2.9403
H: -3.6104 -1.7539 -1.3135
H: -5.0017 -0.6283 -1.2328
H: -3.3849 0.0636 0.4948
H: -2.0625 0.0705 -0.7163
H: -1.0701 1.2764 1.5356

Atomic partial charges in e from the natural (NBO) method, atoms 1 to 5: -0.595, 0.669, -0.307, -0.368, 0.116


3.
Entry from OMol25: a structure of composition C18H18FeN4S4 (wB97M-V/def2-TZVPD).

Summary:
- molar mass (g/mol) = 474.5
- spin multiplicity = 1
- highest occupied orbital energy (eV) = -5.95
- total charge = 0

Geometry (Å):
Fe: -0.3774 0.0021 -0.9579
C: -1.1933 -1.6285 1.1958
N: -1.0549 -0.1816 0.9559
C: -2.3364 0.5502 0.9819
C: -2.1951 1.8258 0.1866
C: -2.9622 2.9480 0.4393
C: -2.8243 4.0504 -0.3899
C: -1.9204 3.9953 -1.4345
C: -1.1778 2.8395 -1.6157
N: -1.3086 1.7802 -0.8183
C: -0.0923 0.4695 1.8638
C: 1.2998 0.4928 1.2952
C: 2.4330 0.4679 2.0852
C: 3.6706 0.6003 1.4731
C: 3.7273 0.7515 0.1025
C: 2.5442 0.7374 -0.6242
N: 1.3527 0.6053 -0.0398
C: -0.0723 -2.3725 0.5167
C: 0.3940 -3.5907 0.9823
C: 1.3978 -4.2314 0.2756
C: 1.9145 -3.6248 -0.8559
C: 1.3942 -2.4057 -1.2558
N: 0.4091 -1.7994 -0.5931
H: -2.1213 -1.9502 0.7178
H: -1.2347 -1.8622 2.2653
H: -2.6641 0.7620 2.0064
H: -3.0893 -0.0714 0.4947
H: -3.6628 2.9492 1.2639
H: -3.4205 4.9376 -0.2215
H: -1.7872 4.8265 -2.1122
H: -0.4769 2.7275 -2.4326
H: -0.1166 0.0204 2.8616
H: -0.3997 1.5128 1.9697
H: 2.3447 0.3492 3.1569
H: 4.5769 0.5818 2.0646
H: 4.6698 0.8589 -0.4155
H: 2.5256 0.7973 -1.7053
H: -0.0250 -4.0228 1.8814
H: 1.7786 -5.1869 0.6122
H: 2.7069 -4.0820 -1.4310
H: 1.7604 -1.8824 -2.1280
S: -2.4035 -1.0080 -1.7328
S: -2.2158 -1.3256 -3.7770
S: -0.1925 -1.4936 -3.9942
S: 0.4247 0.2802 -3.1132

Atomic partial charges in e from the natural (NBO) method, atoms 1 to 5: 0.577, -0.266, -0.401, -0.261, 0.221


4.
Entry from OMol25: a cluster of 2 separate species, C18H18N2 in total in a non-equilibrium geometry (wB97M-V/def2-TZVPD).

Summary:
- molar mass (g/mol) = 262.4
- spin multiplicity = 1
- highest occupied orbital energy (eV) = -7.69
- total charge = 0

Geometry (Å):
C: -1.4862 -1.9252 3.3181
C: -0.6962 -0.9740 2.4692
C: -0.3349 -1.1469 1.1681
N: 0.5253 -0.1551 0.7857
C: 0.6908 0.7243 1.8364
C: 1.5331 1.8363 1.8157
C: 1.5357 2.5618 2.9852
C: 0.8205 2.1621 4.1419
C: 0.0663 1.0031 4.1140
C: -0.1300 0.2969 2.9308
H: -1.4620 -2.9241 2.8906
H: -2.4296 -1.4562 3.6001
H: -0.9587 -2.0385 4.2767
H: -0.7435 -1.8665 0.4784
H: 0.5977 0.2095 -0.1498
H: 2.2765 1.9931 1.0465
H: 2.0373 3.5004 3.1585
H: 0.8191 2.8486 4.9752
H: -0.3348 0.6013 5.0418
C: 2.6077 -0.8801 -3.0198
C: 1.1615 -1.1671 -2.6693
C: 0.6092 -2.3938 -2.5114
N: -0.8288 -2.2416 -2.5234
C: -1.0331 -0.8741 -2.3840
C: -2.2607 -0.2234 -2.2805
C: -2.2665 1.1575 -2.3950
C: -1.0799 1.8956 -2.4968
C: 0.1160 1.2377 -2.7193
C: 0.1378 -0.1666 -2.6819
H: 2.6707 -0.9841 -4.1049
H: 3.2216 -1.5599 -2.4304
H: 2.9420 0.1424 -2.8711
H: 1.0743 -3.3594 -2.4239
H: -1.3524 -2.9219 -1.9857
H: -3.1536 -0.7034 -1.8974
H: -3.2094 1.6641 -2.2245
H: -1.0477 2.9527 -2.2786
H: 1.0688 1.7366 -2.6479

Atomic partial charges in e from the natural (NBO) method, atoms 1 to 5: -0.635, -0.076, -0.031, -0.540, 0.167


5.
Entry from OMol25: a cluster of 2 separate species, C18H18N2O2 in total in a non-equilibrium geometry (wB97M-V/def2-TZVPD).

Summary:
- molar mass (g/mol) = 294.4
- spin multiplicity = 1
- highest occupied orbital energy (eV) = -6.90
- total charge = 0

Geometry (Å):
N: 0.4211 2.3635 -1.5161
O: -0.5936 3.0508 -1.3662
O: 1.5668 2.7292 -1.2005
C: 3.5157 -0.7076 -1.3155
C: 2.5588 -0.5245 -0.2159
N: 2.9688 -0.3950 1.0703
C: 4.3583 -0.4209 1.4910
C: 1.8750 -0.1942 1.9221
C: 0.7135 -0.1364 1.1118
C: -0.4918 0.2242 1.6996
C: -0.5462 0.3818 3.0959
C: 0.6140 0.2888 3.8833
C: 1.8610 0.0245 3.2920
C: 1.1442 -0.3460 -0.2740
C: 0.3915 -0.2302 -1.4363
C: -1.0369 -0.3372 -1.5172
C: -1.7931 -1.2206 -0.7003
C: -3.1836 -1.1756 -0.7090
C: -3.8602 -0.2608 -1.5276
C: -5.3476 -0.1243 -1.4294
C: -3.1279 0.5295 -2.4264
C: -1.7472 0.4663 -2.4489
H: 2.9456 -0.8037 -2.2425
H: 4.1923 0.1565 -1.4088
H: 4.1279 -1.6129 -1.1849
H: 4.3744 -0.2666 2.5711
H: 4.8298 -1.3836 1.2501
H: 4.9390 0.3765 1.0042
H: -1.3635 0.3761 1.0711
H: -1.5085 0.5856 3.5693
H: 0.5415 0.4345 4.9591
H: 2.7881 -0.0303 3.8594
H: 0.9455 -0.0905 -2.3680
H: -1.2624 -1.9249 -0.0578
H: -3.7607 -1.8322 -0.0524
H: -5.7058 0.6032 -2.1631
H: -5.8526 -1.0791 -1.6119
H: -5.6560 0.2170 -0.4335
H: -3.6580 1.2223 -3.0858
H: -1.1771 1.0668 -3.1581

Atomic partial charges in e from the natural (NBO) method, atoms 1 to 5: 0.315, -0.464, -0.500, -0.673, 0.364


6.
Entry from OMol25: an isolated molecule of C18H18N4O3S in a non-equilibrium geometry (wB97M-V/def2-TZVPD).

Summary:
- molar mass (g/mol) = 370.4
- spin multiplicity = 1
- highest occupied orbital energy (eV) = -8.42
- total charge = 0

Geometry (Å):
C: -4.7344 1.1241 -2.0100
S: -5.8331 -0.0455 -1.1499
C: -4.6463 -1.0752 -0.3176
C: -4.6624 -2.4378 -0.5605
C: -3.7674 -3.2766 0.0799
C: -2.8466 -2.7423 0.9612
C: -2.8275 -1.3813 1.2208
C: -3.7357 -0.5352 0.5992
O: -3.8246 0.8140 0.8188
C: -2.9605 1.4144 1.7423
C: -1.5460 1.4574 1.2584
C: -0.9938 1.2574 0.0253
C: 0.3918 1.4601 0.2462
C: 1.4790 1.3592 -0.7607
O: 1.2771 1.0080 -1.9056
N: 2.6847 1.7099 -0.2702
C: 3.8942 1.6293 -1.0550
C: 4.7536 0.4661 -0.6376
C: 4.2692 -0.8389 -0.6015
N: 5.0269 -1.8519 -0.2196
C: 6.2839 -1.5957 0.1286
C: 7.1337 -2.7467 0.5542
C: 6.7657 -0.2863 0.0882
N: 6.0077 0.7290 -0.2843
N: 0.6170 1.7523 1.5053
O: -0.5742 1.7508 2.1389
H: -4.2568 1.7801 -1.2904
H: -5.3701 1.6956 -2.6781
H: -3.9993 0.5652 -2.5811
H: -5.3857 -2.8284 -1.2592
H: -3.7846 -4.3371 -0.1166
H: -2.1334 -3.3820 1.4584
H: -2.1016 -0.9941 1.9187
H: -3.3366 2.4379 1.8600
H: -3.0028 0.9224 2.7242
H: -1.4690 1.0037 -0.8973
H: 2.7500 1.9356 0.7111
H: 4.4736 2.5504 -0.9528
H: 3.5804 1.5036 -2.0966
H: 3.2538 -1.0759 -0.8893
H: 6.5467 -3.6599 0.5273
H: 7.5095 -2.5865 1.5633
H: 7.9893 -2.8484 -0.1114
H: 7.7834 -0.0456 0.3655

Atomic partial charges in e from the natural (NBO) method, atoms 1 to 5: -0.731, 0.231, -0.255, -0.188, -0.235